#A
Computed, not measured: a cluster of 2 separate species, C4H13N4O in total, with wB97M-V/def2-TZVPD.

Its charge is +1. As for the molar mass: 133.2 g/mol. The HOMO-LUMO gap is 0.4086 Eh. For the HOMO energy, the calculation gives -13.694 eV.

Geometry as XYZ:
```
22
C4H13N4O | the OMol25 dataset | wB97M-V/def2-TZVPD
C 1.064 -1.249 2.894
C 1.496 -1.780 1.564
O 1.345 -1.116 0.532
N 2.137 -2.965 1.515
H 0.109 -1.716 3.146
H 0.857 -0.185 2.836
H 2.191 -3.325 0.572
H 1.971 -3.674 2.220
H 1.763 -1.461 3.691
C -2.200 2.739 -2.357
C -0.958 1.072 -1.068
N -0.952 0.034 -0.253
N -2.080 1.778 -1.256
N 0.223 1.536 -1.505
H -1.800 -0.224 0.226
H -0.047 -0.389 0.028
H -2.877 1.538 -0.695
H 0.287 2.110 -2.330
H 0.980 0.871 -1.405
H -2.052 2.263 -3.313
H -1.526 3.562 -2.157
H -3.227 3.087 -2.428
```



#B
Computed, not measured: a cluster of 2 separate species, C4H13N4O in total, with wB97M-V/def2-TZVPD.

Its charge is +1. As for the molar mass: 133.2 g/mol. The HOMO-LUMO gap is 0.3979 Eh. For the HOMO energy, the calculation gives -13.918 eV.

Geometry as XYZ:
```
22
C4H13N4O | the OMol25 dataset | wB97M-V/def2-TZVPD
C 1.042 -1.898 -2.153
C -0.067 -0.952 -1.798
O -0.605 -1.052 -0.694
N -0.564 -0.109 -2.738
H -1.361 0.492 -2.652
H 0.002 0.207 -3.509
H 1.729 -1.895 -1.292
H 1.672 -1.572 -2.960
H 0.707 -2.916 -2.100
C 1.072 -0.656 1.923
C -0.283 1.147 1.301
N 0.283 2.008 2.218
N -0.319 -0.153 1.732
N -0.845 1.630 0.212
H 0.152 1.678 3.156
H 0.875 2.773 1.963
H -0.983 -0.704 1.173
H -1.373 1.005 -0.397
H -1.358 2.512 0.319
H 1.203 -1.474 1.196
H 1.114 -1.130 2.903
H 1.831 0.092 2.155
```



Q: What are the energies relative to the best structure? A: #A 0.0; #B 32.7, in kcal/mol.



#A
Computed, not measured: a cluster of 2 separate species, C2H2Cl3NO in total, with wB97M-V/def2-TZVPD.

Its charge is 0. As for the molar mass: 162.4 g/mol. The HOMO-LUMO gap (spin up / spin down) is 0.2902 / 0.2932 Eh. For the HOMO energy (spin up / spin down), the calculation gives -8.749 / -8.989 eV.

Geometry as XYZ:
```
9
C2H2Cl3NO | the OMol25 dataset | wB97M-V/def2-TZVPD
C -0.159 0.047 -0.588
C 0.612 0.588 0.488
N -1.326 -1.329 0.552
O -2.370 -1.401 0.051
Cl 0.773 -0.831 -1.799
Cl 1.345 -0.464 1.636
Cl 1.906 1.664 -0.297
H -0.826 0.561 -1.214
H 0.045 1.166 1.173
```



#B
Computed, not measured: a cluster of 2 separate species, C2H2Cl3NO in total, with wB97M-V/def2-TZVPD.

Its charge is 0. As for the molar mass: 162.4 g/mol. The HOMO-LUMO gap is 0.3205 Eh. For the HOMO energy, the calculation gives -9.608 eV. Its structure (SMILES) is Cl/C=C\Cl.O=NCl.

Geometry as XYZ:
```
9
C2H2Cl3NO | the OMol25 dataset | wB97M-V/def2-TZVPD
Cl 1.730 0.517 1.216
C 0.561 0.522 -0.039
C 0.103 1.569 -0.724
Cl 0.487 3.196 -0.338
H 0.375 -0.563 -0.303
H -0.619 1.626 -1.517
O -0.622 -1.513 2.014
N -0.907 -0.739 2.859
Cl -0.191 -0.814 4.395
```



Q: What are the energies relative to the best structure? A: #A 10.3; #B 0.0, in kcal/mol.